1.
Below is a 3-piece molecular cluster, C3H8NO2S overall at a distorted geometry, with properties calculated with the ωB97M-V functional and the def2-TZVPD basis.

Calculated values
2S+1: 2
<S²>: 0.756
HOMO level (spin up / spin down): 0.96 / 0.17 eV
gap between HOMO and LUMO (spin up / spin down): 5.125 / 5.918 eV
total charge: -2

XYZ file:
```
15
Properties=species:S:1:pos:R:3:forces:R:3
O 3.392 -0.673 -0.764 0.098 0.035 -0.202
C 2.984 -0.070 0.255 -0.238 0.502 0.521
N 1.779 0.197 0.714 -0.439 -0.265 -0.275
C 0.645 -0.139 -0.115 1.069 0.337 0.683
C -0.640 -0.379 0.629 -1.215 0.504 -0.317
S -2.072 -0.871 -0.474 0.238 0.118 0.359
H 3.744 0.378 0.952 0.157 -0.243 -0.088
H 0.937 -2.041 -1.188 0.051 -0.542 -0.264
H 0.886 -1.160 -0.753 -0.101 -0.091 -0.023
H 0.517 0.611 -0.904 -0.227 -0.186 -0.181
H -0.924 0.576 1.093 0.090 -0.027 0.031
H -0.614 -1.085 1.456 0.603 -0.226 -0.132
H -2.947 1.086 -0.081 0.006 0.043 -0.334
H -4.238 1.625 -0.636 0.129 0.021 0.011
O -3.450 1.947 -0.183 -0.223 0.020 0.211
```
Positions in Å, forces in eV/Å.



2.
Below is C14H16N4O3 in the gas phase, with properties calculated with the ωB97M-V functional and the def2-TZVPD basis.

Calculated values
HOMO level: -8.75 eV
gap between HOMO and LUMO: 9.336 eV
structure (SMILES): CCOC(=O)/C(C#N)=C(\N)[C@H](C)C(=O)Nc1ccccn1

XYZ file:
```
37
Properties=species:S:1:pos:R:3:forces:R:3
C 2.152 5.754 -1.572 -0.239 -0.281 0.195
C 0.858 5.257 -0.941 -0.056 0.453 -0.451
O 1.048 4.010 -0.279 0.093 -0.289 0.145
C 0.994 2.904 -1.030 -0.064 -0.089 -0.057
O 0.763 2.915 -2.228 0.031 0.133 0.009
C 1.221 1.697 -0.244 -0.090 0.136 -0.719
C 1.454 1.844 1.132 0.065 -0.075 0.547
N 1.626 1.931 2.265 0.074 -0.013 0.356
C 1.166 0.441 -0.818 0.057 0.118 -0.007
N 0.955 0.251 -2.117 -0.100 0.104 -0.083
C 1.379 -0.795 0.022 -0.025 -0.158 -0.194
C 2.633 -1.549 -0.439 -0.050 0.052 0.045
C 0.156 -1.703 -0.168 0.282 0.296 0.185
O -0.132 -2.148 -1.252 0.120 -0.108 -0.243
N -0.537 -1.917 0.986 0.025 0.088 0.420
C -1.688 -2.688 1.152 -0.525 -0.333 0.145
C -2.292 -2.722 2.412 0.001 -0.029 -0.119
C -3.428 -3.491 2.567 0.097 0.020 -0.136
C -3.921 -4.194 1.475 -0.003 0.002 -0.004
C -3.241 -4.088 0.273 -0.316 -0.141 0.275
N -2.153 -3.357 0.113 0.415 0.224 -0.137
H 1.991 6.737 -2.007 0.011 0.119 -0.053
H 2.934 5.819 -0.819 0.077 0.056 0.039
H 2.470 5.070 -2.355 0.035 0.001 -0.067
H 0.083 5.141 -1.707 0.077 0.065 0.196
H 0.513 5.940 -0.162 0.004 -0.111 -0.099
H 0.745 1.077 -2.671 0.049 -0.105 0.049
H 0.682 -0.674 -2.424 0.060 0.044 0.073
H 1.498 -0.502 1.068 -0.069 -0.008 -0.163
H 2.814 -2.400 0.213 0.032 -0.069 0.041
H 3.497 -0.891 -0.404 0.075 0.032 0.002
H 2.505 -1.913 -1.455 0.005 -0.017 -0.039
H -0.214 -1.448 1.822 0.036 -0.025 -0.257
H -1.880 -2.159 3.237 0.034 0.061 0.093
H -3.925 -3.542 3.525 -0.020 0.006 0.061
H -4.806 -4.804 1.559 -0.079 -0.061 -0.017
H -3.574 -4.612 -0.613 -0.119 -0.095 -0.030
```
Positions in Å, forces in eV/Å.



3.
Below is C31H27CrN9O2SSe2 as an isolated structure, with properties calculated with the ωB97M-V functional and the def2-TZVPD basis.

Calculated values
2S+1: 2
<S²>: 0.785
HOMO level (spin up / spin down): -3.20 / -3.17 eV
gap between HOMO and LUMO (spin up / spin down): 4.582 / 4.551 eV
total charge: -1

XYZ file:
```
73
Properties=species:S:1:pos:R:3:forces:R:3
Cr -1.097 0.091 -1.156 -0.089 0.179 -0.173
Se -2.563 1.644 6.281 -0.001 0.000 -0.017
N -1.252 2.116 5.160 0.010 0.010 0.002
C -1.545 1.611 3.995 -0.028 -0.035 0.007
C -0.716 1.787 2.808 0.017 0.003 0.000
C 0.432 2.570 2.798 -0.024 -0.011 -0.038
C 1.132 2.694 1.617 -0.002 0.030 0.009
C 0.679 2.020 0.491 -0.029 -0.003 0.018
N -0.409 1.255 0.486 0.034 0.033 0.034
C -1.106 1.150 1.627 0.000 -0.003 0.001
C -2.337 0.376 1.548 0.032 0.023 0.032
N -2.623 -0.123 0.342 -0.037 -0.037 0.073
C -3.788 -0.755 0.200 0.060 0.027 -0.014
C -4.669 -0.963 1.247 -0.041 -0.014 0.010
C -4.372 -0.461 2.500 0.032 0.008 -0.033
C -3.186 0.243 2.653 -0.031 -0.029 -0.026
C -2.778 0.845 3.916 0.025 0.047 0.014
N -3.463 0.749 5.021 -0.003 -0.015 0.008
H 0.743 3.067 3.707 0.009 0.005 0.000
H 2.032 3.287 1.547 -0.021 0.000 0.010
H 1.218 2.107 -0.439 0.003 -0.001 -0.011
H -4.024 -1.065 -0.805 -0.009 -0.012 0.006
H -5.587 -1.503 1.062 -0.001 0.002 0.009
H -5.034 -0.589 3.346 -0.008 -0.005 -0.002
N 4.736 2.421 3.419 0.017 0.004 0.025
C 4.285 1.623 2.359 0.004 -0.038 -0.039
C 4.571 1.972 1.039 0.014 -0.014 0.020
C 4.150 1.170 -0.009 0.015 -0.005 -0.039
C 3.438 0.007 0.252 -0.023 -0.016 0.061
C 3.164 -0.356 1.562 -0.020 -0.014 -0.019
C 3.585 0.444 2.611 0.028 0.026 0.000
S 2.806 -0.985 -1.079 -0.005 0.020 0.027
O 3.795 -0.985 -2.126 0.015 -0.003 -0.016
O 2.441 -2.248 -0.495 0.015 0.018 -0.012
N 1.446 -0.240 -1.493 -0.028 -0.014 -0.025
C 1.408 0.788 -2.355 0.023 -0.027 0.091
N 2.469 1.450 -2.852 0.019 -0.009 -0.010
C 2.207 2.387 -3.752 -0.014 0.019 -0.003
C 0.927 2.729 -4.158 -0.017 -0.013 0.019
C -0.113 2.093 -3.497 0.013 0.010 0.030
N 0.120 1.146 -2.602 0.011 -0.025 -0.095
H 4.882 3.389 3.181 -0.003 0.004 -0.001
H 4.206 2.320 4.270 -0.009 0.006 0.000
H 5.132 2.878 0.837 0.001 0.003 -0.004
H 4.360 1.434 -1.038 0.000 0.006 -0.001
H 2.618 -1.273 1.744 0.000 -0.003 0.003
H 3.367 0.158 3.634 0.000 0.001 0.004
H 3.072 2.906 -4.155 -0.002 0.001 -0.007
H 0.740 3.496 -4.895 0.018 0.006 -0.002
H -1.164 2.344 -3.619 0.000 -0.004 -0.007
C -2.327 -0.955 -3.967 0.021 0.001 0.007
N -1.480 -1.433 -2.873 -0.019 0.010 0.042
C -0.208 -1.899 -3.446 0.015 0.005 0.001
C -2.116 -2.583 -2.215 -0.003 0.000 -0.037
C -1.418 -2.874 -0.915 -0.004 0.038 -0.022
C -1.372 -4.160 -0.392 0.002 -0.009 0.024
C -0.761 -4.391 0.833 -0.005 0.014 -0.008
C -0.189 -3.324 1.512 -0.005 -0.017 -0.009
C -0.229 -2.049 0.963 0.024 0.028 0.028
C -0.838 -1.780 -0.263 -0.027 -0.099 0.021
H -2.497 -1.761 -4.697 -0.004 0.004 0.000
H -1.835 -0.120 -4.463 -0.002 -0.003 -0.004
H -3.267 -0.582 -3.568 -0.008 -0.003 -0.001
H -0.404 -2.679 -4.196 0.003 -0.001 -0.001
H 0.430 -2.300 -2.662 0.002 0.001 -0.012
H 0.305 -1.071 -3.931 0.003 -0.005 0.000
H -2.110 -3.457 -2.886 -0.001 -0.006 0.006
H -3.165 -2.325 -2.049 0.002 -0.013 0.001
H -1.812 -4.987 -0.944 0.000 -0.002 -0.001
H -0.720 -5.392 1.245 0.002 -0.001 0.001
H 0.307 -3.490 2.462 -0.001 -0.003 0.002
H 0.248 -1.241 1.514 -0.002 -0.004 -0.007
Se -2.877 1.633 -1.795 0.036 -0.075 0.050
```
Positions in Å, forces in eV/Å.



For reference, ΔE to the lowest compared entry with this formula, charge and spin by record: 58.3, 37.4, 0.1 kcal/mol.
For reference, total energy by record: -722.38685, -987.87847, -8086.40941 hartree.